82
Properties=species:S:1:pos:R:3 method="wB97M-V/def2-TZVPD" multiplicity=1 total_energy_ha=-2025.46641 homo_lumo_gap_ev=2.16 lumo_energy_ev=1.0098 total_charge=-1 max_force_ev_per_a=8.49
C -1.39076 -2.45884 0.42158
C -2.10808 -1.04860 0.65505
C -3.57728 -1.17196 0.07871
C -3.71096 -0.54544 -1.40055
N -5.04986 -0.08150 -1.69635
N -5.85065 -1.16250 -2.04292
C -6.68238 -1.51642 -1.08160
C -7.47329 -0.50580 -0.18743
C -6.88584 -3.05804 -0.75715
H -2.12137 -3.24671 0.73202
H -1.16020 -2.49756 -0.66849
H -0.49965 -2.49113 1.09456
H -2.22079 -0.83804 1.75380
H -1.56256 -0.23050 0.11666
H -3.87762 -2.25437 -0.04082
H -4.36227 -0.70005 0.72785
H -3.03767 0.36425 -1.42309
H -3.29407 -1.28830 -2.14653
H -8.41552 -0.99061 0.16947
H -7.71923 0.44261 -0.73290
H -6.82437 -0.19720 0.67668
H -5.86106 -3.50550 -0.84993
H -7.28603 -3.17308 0.28567
H -7.59380 -3.47771 -1.52159
O 1.01313 -1.28914 3.07686
P 2.53039 -1.07177 3.18798
N 2.60838 -1.56306 4.85749
C 3.55334 -1.10630 5.86305
C 2.36125 -2.98850 5.07626
N 2.35628 0.65543 3.11168
C 2.47093 1.51961 4.27046
C 1.22904 1.12794 2.29818
N 4.30067 -0.88716 3.14550
C 4.88395 0.16938 2.29562
C 4.90198 -2.15246 2.64913
H 4.57642 -1.46403 5.68943
H 3.24972 -1.46581 6.85151
H 3.58193 -0.02693 5.96536
H 3.26446 -3.59023 4.90831
H 1.57707 -3.35720 4.41338
H 2.02047 -3.17342 6.09880
H 1.74821 1.26030 5.05476
H 2.31178 2.56587 3.99372
H 3.48425 1.50482 4.67764
H 0.28297 1.07176 2.84879
H 1.12535 0.54277 1.38448
H 1.37987 2.16401 1.98485
H 4.47789 0.14941 1.28099
H 5.97063 0.04955 2.23274
H 4.73474 1.16181 2.71418
H 4.63279 -2.33821 1.60493
H 4.56216 -3.01034 3.23355
H 5.99061 -2.12768 2.73128
O 0.52239 2.90765 -1.36551
P 0.66223 2.53543 -2.85028
N -0.94564 1.89348 -3.01185
C -1.39589 0.86677 -3.94010
C -2.00997 2.89308 -2.89040
N 1.79366 1.24876 -2.53451
C 1.42810 -0.15495 -2.60519
C 2.65179 1.43689 -1.36462
N 0.96028 2.34492 -4.59708
C 2.32668 2.03002 -5.05670
C 0.60717 3.61452 -5.28191
H -1.40633 1.20353 -4.98498
H -2.41566 0.55985 -3.68921
H -0.81676 -0.04839 -3.88169
H -2.18104 3.42310 -3.83726
H -1.77012 3.63161 -2.12366
H -2.95191 2.42530 -2.59212
H 0.60804 -0.40523 -1.92086
H 2.28288 -0.79397 -2.36072
H 1.16438 -0.44447 -3.62361
H 2.13265 1.18633 -0.43288
H 3.00226 2.46767 -1.28935
H 3.54787 0.81177 -1.43308
H 3.07133 2.69795 -4.61517
H 2.39129 2.11728 -6.14640
H 2.60530 1.00111 -4.84089
H 1.28115 4.42596 -4.98890
H -0.41005 3.92761 -5.03768
H 0.64858 3.49905 -6.36701



45
Properties=species:S:1:pos:R:3 method="wB97M-V/def2-TZVPD" relative_energy_ev=0.226 multiplicity=2 total_energy_ha=-2358.51184 homo_lumo_gap_ev="5.56 / 6.36" lumo_energy_ev="-5.4374 / -5.1203" total_charge=+1 max_force_ev_per_a=0.49
Re 0.23828 0.03010 0.05318
Cl -2.82256 -5.59248 2.67812
C -1.70359 -4.34181 2.27798
C -0.51961 -4.24496 2.94613
C 0.42294 -3.23100 2.63229
I 2.21191 -3.12387 3.65934
C 0.15032 -2.33341 1.64153
O 0.96101 -1.32743 1.23364
C -1.07883 -2.41954 0.97729
N -1.27820 -1.44756 0.03582
C -2.40371 -1.46114 -0.67469
C -3.38388 -2.42732 -0.47972
C -3.20193 -3.39740 0.48254
C -2.02779 -3.41276 1.24911
H -0.29067 -4.95619 3.72713
H -2.51993 -0.67508 -1.40849
H -4.27830 -2.40065 -1.08425
H -3.95759 -4.15329 0.65145
S 4.22210 2.29507 -0.72738
C 2.89610 1.54722 -0.45502
N 1.85719 0.97197 -0.23093
N -0.97312 1.33625 -0.28562
C -1.93202 2.13288 0.05916
C -2.62980 1.92470 1.34242
C -4.02393 1.89236 1.36964
C -4.68666 1.62012 2.55636
C -3.96241 1.40528 3.72082
C -2.57286 1.45030 3.69843
C -1.90494 1.69296 2.51029
C -2.33346 3.18688 -0.87701
C -1.94605 3.10338 -2.22126
C -2.28398 4.10794 -3.10514
C -2.99932 5.21319 -2.65452
C -3.37437 5.31408 -1.32193
C -3.04781 4.30457 -0.43262
H -4.58648 2.06150 0.46022
H -5.76748 1.58329 2.57211
H -4.48113 1.20718 4.64932
H -2.00895 1.29568 4.60843
H -0.82238 1.72815 2.49203
H -1.38794 2.24104 -2.55970
H -1.99244 4.03640 -4.14393
H -3.26012 6.00260 -3.34712
H -3.91564 6.18317 -0.97424
H -3.31777 4.39682 0.61010



13
Properties=species:S:1:pos:R:3 method="wB97M-V/def2-TZVPD" relative_energy_ev=1.286 multiplicity=1 smiles=C[C@H](C#N)CO total_energy_ha=-286.58440 homo_lumo_gap_ev=11.49 lumo_energy_ev=0.6037 max_force_ev_per_a=1.14
C 1.36889 0.36367 -0.55985
C -0.14158 0.48888 -0.34287
C -0.67883 1.61739 0.43378
N -1.35998 2.27891 1.09625
C -0.80668 -0.69392 0.39532
O -0.39694 -1.92867 -0.13599
H 1.77400 1.26117 -1.03734
H 1.93126 0.17112 0.35885
H 1.53239 -0.48052 -1.23726
H -0.59484 0.58224 -1.33644
H -1.89127 -0.54076 0.29737
H -0.57918 -0.61923 1.46741
H -0.15725 -2.50027 0.60076